92
Properties=species:S:1:pos:R:3:lowdin_spin:R:1 method="wB97M-V/def2-TZVPD" e_tot_ev=-86420.0998 e_above_lowest_kj_mol=106.74 orbital_gap_ev="7.03 / 6.97" homo_energy_ev="-6.4 / -7.9" spin_multiplicity=3
Pd 0.388 0.317 -0.320 0.09
C -4.429 -2.090 1.190 0.01
C -3.819 -1.299 0.015 0.00
C -4.500 0.075 0.011 0.01
C -4.216 -1.985 -1.302 0.00
P -1.939 -1.118 0.258 0.30
C -1.731 -1.248 2.099 0.01
N -0.425 -0.743 2.464 0.01
B 0.573 -0.183 1.591 0.01
N 1.752 -0.055 2.393 0.00
C 2.992 0.406 1.832 0.00
P 2.517 0.927 0.107 0.02
C 2.662 2.783 0.120 0.01
C 4.072 3.291 0.429 0.00
C 1.686 3.257 1.210 0.00
C 2.185 3.360 -1.218 0.00
C 3.760 0.073 -0.982 0.00
C 5.213 0.205 -0.515 0.00
C 3.363 -1.411 -0.956 0.00
C 3.625 0.581 -2.422 0.00
C 1.503 -0.538 3.670 0.00
C 2.320 -0.649 4.779 0.00
C 1.777 -1.197 5.941 0.00
C 0.456 -1.620 5.983 0.00
C -0.373 -1.508 4.867 0.00
C 0.157 -0.961 3.713 0.00
C -1.184 -2.922 -0.227 0.16
C -2.034 -4.129 0.176 0.03
C 0.157 -3.081 0.490 0.01
C -0.894 -2.926 -1.727 0.01
H -5.499 -2.198 0.999 0.00
H -4.330 -1.560 2.137 0.00
H -4.019 -3.089 1.309 0.00
H -5.572 -0.089 -0.136 0.00
H -4.123 0.697 -0.798 0.01
H -4.365 0.611 0.951 0.00
H -5.260 -2.300 -1.218 0.00
H -3.630 -2.866 -1.540 0.00
H -4.120 -1.295 -2.134 0.00
H -1.843 -2.289 2.417 0.00
H -2.521 -0.670 2.588 0.00
H 3.742 -0.388 1.798 0.00
H 3.421 1.242 2.391 0.00
H 4.510 2.831 1.318 0.00
H 4.024 4.369 0.608 0.00
H 4.748 3.133 -0.411 0.00
H 1.904 2.836 2.194 0.00
H 0.657 3.014 0.937 0.00
H 1.763 4.344 1.288 0.00
H 2.901 3.186 -2.018 0.00
H 2.073 4.442 -1.101 0.00
H 1.218 2.957 -1.517 0.00
H 5.371 -0.212 0.481 0.00
H 5.563 1.235 -0.516 0.00
H 5.848 -0.359 -1.204 0.00
H 3.319 -1.817 0.058 0.00
H 4.107 -1.985 -1.514 0.00
H 2.389 -1.560 -1.424 0.00
H 4.098 1.555 -2.548 0.00
H 2.581 0.651 -2.735 0.00
H 4.135 -0.120 -3.089 0.00
H 3.353 -0.325 4.745 0.00
H 2.397 -1.295 6.822 0.00
H 0.060 -2.043 6.897 0.00
H -1.404 -1.838 4.906 0.00
H -2.154 -4.197 1.260 0.00
H -1.502 -5.034 -0.137 0.01
H -3.018 -4.162 -0.281 0.00
H 0.061 -3.141 1.576 0.00
H 0.847 -2.274 0.247 0.00
H 0.613 -4.017 0.151 0.00
H -1.784 -2.820 -2.343 0.00
H -0.398 -3.867 -1.990 0.00
H -0.224 -2.104 -1.988 0.00
C -3.177 2.226 -4.143 0.01
C -1.863 2.327 -3.377 0.13
O -0.919 3.143 -4.029 0.05
P -2.240 3.140 -1.687 0.43
O -1.939 0.675 0.289 0.25
O -2.793 4.564 -2.288 0.10
O -1.098 3.374 -0.770 0.21
P -1.151 0.657 -3.071 0.01
O -0.901 0.106 -4.570 0.00
O -2.207 -0.156 -2.404 0.03
O 0.197 0.820 -2.428 0.00
H -3.630 3.211 -4.266 0.00
H -3.877 1.577 -3.617 0.00
H -2.975 1.810 -5.130 0.00
H -1.345 3.985 -4.235 0.00
H -1.589 1.017 1.126 0.01
H -2.482 5.291 -1.732 0.00
H -1.562 -0.567 -4.771 0.00